[1]
Entry from OMol25: C36H37N5O2P2SSiY as an isolated structure at a distorted geometry (ωB97M-V/def2-TZVPD).

Last column: Löwdin charge in e.
Positions of all 85 atoms, in Å:
Y 2.043 -0.457 0.388  1.150
C 1.151 -4.351 0.925  -0.262
P 0.436 -2.801 0.260  0.864
C -0.406 -3.451 -1.226  -0.251
C -0.903 -2.514 1.485  -0.367
C -2.086 -3.242 1.391  -0.083
C -3.089 -3.109 2.339  -0.069
C -2.925 -2.229 3.395  -0.060
C -1.752 -1.497 3.500  -0.084
C -0.730 -1.630 2.561  -0.366
P 0.840 -0.720 2.838  0.861
C 0.341 0.860 3.601  -0.252
C 1.526 -1.651 4.253  -0.234
H 0.360 -5.089 1.052  0.051
H 1.634 -4.165 1.882  0.022
H 1.903 -4.735 0.233  0.049
H -0.868 -4.415 -1.023  0.048
H 0.343 -3.590 -2.007  0.048
H -1.158 -2.752 -1.580  0.022
H -2.246 -3.918 0.558  0.103
H -4.002 -3.685 2.240  0.116
H -3.707 -2.110 4.138  0.114
H -1.635 -0.815 4.336  0.101
H -0.350 1.380 2.937  0.046
H 1.233 1.472 3.725  0.035
H -0.114 0.711 4.579  0.046
H 0.779 -1.731 5.043  0.051
H 2.411 -1.141 4.644  0.050
H 1.816 -2.652 3.932  0.038
N 6.030 1.145 2.062  0.211
C 5.106 0.230 1.745  -0.501
O 4.286 0.450 0.816  -0.176
C 5.060 -1.002 2.497  -0.182
C 4.132 -1.848 1.925  -0.191
N 3.313 -2.269 1.215  0.040
C 5.855 -1.257 3.645  -0.222
N 6.490 -1.407 4.598  0.151
H 6.721 0.967 2.771  0.113
H 6.054 2.005 1.548  0.121
S 2.115 2.431 0.907  0.767
C 2.397 2.380 -0.727  -0.782
N 2.339 3.515 -1.498  0.106
C 2.641 3.541 -2.812  -0.019
C 3.034 2.399 -3.431  -0.017
C 3.026 1.242 -2.650  -0.079
N 2.687 1.214 -1.376  -0.010
H 2.048 4.355 -1.019  0.154
H 2.551 4.493 -3.316  0.147
H 3.291 2.378 -4.479  0.124
H 3.279 0.292 -3.104  0.129
O 0.063 0.272 0.165  -0.541
Si -1.135 0.756 -0.825  0.477
C -2.659 -0.340 -0.945  -0.240
C -3.545 -0.407 0.139  -0.104
C -4.735 -1.116 0.059  -0.086
C -5.066 -1.789 -1.113  -0.077
C -4.206 -1.738 -2.204  -0.076
C -3.020 -1.013 -2.120  -0.105
C -1.879 2.444 -0.438  -0.224
C -1.231 3.430 0.316  -0.111
C -1.812 4.673 0.546  -0.086
C -3.060 4.967 0.013  -0.084
C -3.724 4.010 -0.743  -0.075
C -3.144 2.764 -0.959  -0.096
C -0.431 0.782 -2.585  -0.228
C -0.765 1.773 -3.515  -0.072
C -0.320 1.709 -4.835  -0.075
C 0.454 0.635 -5.260  -0.087
C 0.791 -0.369 -4.358  -0.097
C 0.357 -0.281 -3.040  -0.142
H -3.304 0.117 1.063  0.113
H -5.409 -1.142 0.908  0.108
H -5.996 -2.342 -1.180  0.106
H -4.464 -2.251 -3.124  0.106
H -2.378 -0.956 -2.995  0.098
H -0.271 3.214 0.757  0.011
H -1.294 5.411 1.149  0.103
H -3.517 5.934 0.193  0.106
H -4.703 4.228 -1.156  0.107
H -3.686 2.033 -1.550  0.106
H -1.385 2.611 -3.200  0.102
H -0.592 2.491 -5.538  0.108
H 0.778 0.570 -6.292  0.108
H 1.377 -1.222 -4.688  0.110
H 0.610 -1.087 -2.359  0.067

Forces on atoms 1 to 6 (eV/Å):
0.600 1.231 -0.592
0.026 0.059 -0.120
-0.366 -0.624 0.295
0.073 0.061 0.036
-0.009 -0.030 -0.055
-0.064 -0.033 -0.019

The HOMO energy is -10.87 eV. Its frontier orbital gap is 7.5 eV. The calculated total energy is -87813.5502 eV. The value obtained for the max |F| is 1.49 eV Å⁻¹. The total charge is +1.

[2]
Entry from OMol25: C36H37NOsP2 as an isolated structure at a distorted geometry (ωB97M-V/def2-TZVPD).

Last column: Mulliken spin population.
Positions of all 77 atoms, in Å:
Os -0.290 3.997 0.805  2.167
C -0.543 5.822 -0.463  0.242
C -0.508 4.718 -1.340  -0.017
C 0.635 4.168 -2.168  -0.004
C 1.718 3.381 -1.400  -0.014
C 1.734 3.640 0.086  0.198
C 1.720 4.895 0.730  -0.091
C 1.893 6.274 0.110  0.025
C 0.569 6.867 -0.373  0.010
C -1.085 2.669 2.034  0.083
H -1.546 6.227 -0.247  0.010
H -1.481 4.464 -1.778  0.007
H 1.098 4.949 -2.797  0.000
H 0.176 3.445 -2.866  0.004
H 1.558 2.296 -1.542  0.002
H 2.703 3.588 -1.853  0.011
H 2.236 2.840 0.637  -0.008
H 2.094 4.885 1.762  -0.017
H 2.673 6.307 -0.666  -0.006
H 2.264 6.926 0.922  0.002
H 0.255 7.622 0.367  -0.003
H 0.714 7.391 -1.333  0.015
H -2.076 3.164 1.989  0.016
H -0.716 2.815 3.056  0.021
H -1.225 1.608 1.822  0.033
P -1.467 -2.368 -0.766  0.260
P 0.605 -2.493 1.049  0.283
C 0.143 -2.573 -1.558  -0.037
C 1.164 -2.736 -0.666  0.021
C -2.600 -3.512 -1.687  0.052
C -2.279 -4.038 -2.946  0.022
C -3.163 -4.907 -3.604  0.001
C -4.357 -5.292 -2.994  0.012
C -4.708 -4.735 -1.754  -0.002
C -3.841 -3.864 -1.102  0.034
C -1.935 -0.724 -1.366  0.097
C -1.431 0.377 -0.649  -0.029
C -1.645 1.660 -1.136  0.121
C -2.446 1.863 -2.265  0.054
C -2.979 0.762 -2.951  0.000
C -2.705 -0.536 -2.519  0.021
C 1.008 -4.173 1.742  0.068
C 0.247 -5.252 1.251  0.026
C 0.548 -6.566 1.598  -0.010
C 1.620 -6.832 2.462  0.026
C 2.405 -5.776 2.949  -0.010
C 2.097 -4.453 2.590  0.024
C 1.877 -1.447 1.812  0.052
C 1.681 -1.056 3.150  0.043
C 2.642 -0.283 3.794  -0.010
C 3.799 0.109 3.109  0.026
C 4.002 -0.292 1.783  -0.008
C 3.033 -1.051 1.121  0.031
H 0.220 -2.569 -2.643  0.000
H 2.190 -3.045 -0.888  0.004
H -1.338 -3.774 -3.430  0.000
H -2.911 -5.281 -4.599  0.001
H -5.020 -6.009 -3.481  0.000
H -5.667 -4.989 -1.302  0.000
H -4.114 -3.446 -0.135  0.001
H -0.883 0.211 0.283  -0.039
H -1.189 2.516 -0.588  -0.090
H -2.648 2.880 -2.608  0.005
H -3.610 0.926 -3.823  0.002
H -3.097 -1.393 -3.066  0.003
H -0.573 -5.068 0.560  0.001
H -0.051 -7.389 1.199  0.000
H 1.846 -7.860 2.760  0.001
H 3.259 -5.976 3.611  0.001
H 2.735 -3.645 2.958  0.004
H 0.784 -1.375 3.682  0.001
H 2.492 0.008 4.834  0.000
H 4.549 0.726 3.608  0.001
H 4.921 -0.020 1.256  0.000
H 3.179 -1.355 0.081  0.002
N -0.481 5.925 3.375  0.213
C -0.480 5.233 2.418  0.041

Forces on atoms 1 to 6 (eV/Å):
1.017 1.669 0.562
-0.101 1.483 -2.753
-0.594 1.089 -0.159
0.151 -0.419 -0.585
0.186 -0.170 -0.304
0.445 -0.927 -0.264

The HOMO energy (alpha / beta) is -13.17 / -13.83 eV. Its frontier orbital gap (alpha / beta) is 6.0 / 4.8 eV. The calculated total energy is -60445.0648 eV. The value obtained for the max |F| is 3.13 eV Å⁻¹. The total charge is +2. Its spin multiplicity is 5. As for the energy above the lowest of the compared OMol25 structures with the same formula, charge and spin: 11.8 kcal/mol.